(A)
2 unconnected molecules or ions with the total composition CH2FN. Source: OMol25; level of theory: ωB97M-V/def2-TZVPD.

Each line ends with the Mulliken charge.
Element x y z (Å)
F1 -1.33 0.02 -0.11  -0.17
N1 1.23 -0.85 -0.06  -0.33
C1 -0.21 0.62 0.23  -0.05
H1 0.41 -1.47 -0.22  0.22
H2 -0.10 1.69 0.15  0.33

HOMO level (alpha / beta): -11.2 / -9.1 eV
orbital gap (alpha / beta): 0.40987 / 0.31939 Eh
E_LUMO (alpha / beta): -0.07 / -0.45 eV
net charge: 0

***

(B)
A single CH2FN molecule. Source: OMol25; level of theory: ωB97M-V/def2-TZVPD.

Each line ends with the Mulliken charge.
Element x y z (Å)
F1 -0.02 -0.51 -1.73  -0.24
N1 -0.51 -0.67 -0.31  -0.14
C1 0.05 0.17 0.42  -0.17
H1 -0.41 0.11 1.58  0.25
H2 0.89 0.90 0.04  0.29

HOMO level: -11.8 eV
orbital gap: 0.46635 Eh
E_LUMO: 0.89 eV
net charge: 0
SMILES string: C=NF

***

Which one is most stable, and which one is least stable? (B) is the most stable of them, while (A) is the least stable.

***

(A)
A molecular structure, C3H6N2O. Source: OMol25; level of theory: ωB97M-V/def2-TZVPD.

Each line ends with the Mulliken charge.
Element x y z (Å)
O1 -0.57 -0.99 2.57  -0.26
N1 -0.90 1.67 -1.11  -0.70
N2 -0.19 1.08 1.11  -0.48
C1 -0.34 0.97 -0.23  0.62
C2 0.63 -0.59 -0.91  -1.24
C3 -0.03 -0.90 1.55  0.25
H1 0.23 -1.63 -1.02  0.31
H2 -0.91 1.73 1.52  0.26
H3 0.71 -0.20 -1.92  0.31
H4 -0.86 1.31 -2.06  0.26
H5 1.67 -0.71 -0.53  0.33
H6 0.57 -1.75 1.07  0.35

HOMO level (alpha / beta): -9.0 / -9.0 eV
orbital gap (alpha / beta): 0.30949 / 0.30944 Eh
E_LUMO (alpha / beta): -0.58 / -0.59 eV
net charge: 0

***

(B)
A single C3H6N2O molecule. Source: OMol25; level of theory: ωB97M-V/def2-TZVPD.

Each line ends with the Mulliken charge.
Element x y z (Å)
O1 2.71 -0.95 0.93  -0.55
N1 0.59 -0.78 0.12  -0.15
N2 -0.13 1.22 -1.49  -0.55
C1 -1.05 0.78 -0.75  -0.06
C2 -0.75 -0.29 0.27  -0.53
C3 1.52 -0.78 1.11  0.10
H1 -0.47 1.94 -2.13  0.24
H2 -1.50 -1.09 0.18  0.25
H3 0.98 -0.68 -0.82  0.28
H4 -0.88 0.14 1.28  0.32
H5 1.08 -0.63 2.11  0.26
H6 -2.10 1.11 -0.80  0.36

HOMO level: -9.8 eV
orbital gap: 0.38860 Eh
E_LUMO: 0.79 eV
net charge: 0
SMILES string: [H]/N=C/CNC=O

***

Which one is most stable, and which one is least stable? (B) is the most stable of them, while (A) is the least stable.

***

(A)
A single C3H6N2O molecule. Source: OMol25; level of theory: ωB97M-V/def2-TZVPD.

Each line ends with the Mulliken charge.
Element x y z (Å)
O1 0.42 0.73 -1.00  -0.34
N1 0.27 -0.38 0.96  -0.03
N2 1.77 -1.20 -0.68  -0.64
C1 -0.93 0.93 -0.44  -0.17
C2 0.92 -0.33 -0.36  0.42
C3 -1.12 -0.34 0.33  -0.79
H1 -1.62 1.05 -1.28  0.27
H2 -0.86 1.90 0.10  0.21
H3 1.97 -1.13 -1.67  0.27
H4 0.59 0.40 1.57  0.27
H5 0.50 -1.27 1.40  0.31
H6 -1.90 -0.38 1.09  0.22

HOMO level: -7.2 eV
orbital gap: 0.29172 Eh
E_LUMO: 0.69 eV
net charge: 0

***

(B)
A single C3H6N2O molecule. Source: OMol25; level of theory: ωB97M-V/def2-TZVPD.

Each line ends with the Mulliken charge.
Element x y z (Å)
O1 1.00 -0.79 -2.03  -0.49
N1 -0.98 1.03 -0.77  -0.41
N2 -0.13 -0.69 0.68  -0.44
C1 -0.58 -0.22 -0.43  0.60
C2 0.08 -1.19 -1.36  -0.04
C3 0.64 0.15 1.56  -0.74
H1 0.84 -0.38 2.49  0.24
H2 -1.20 1.71 -0.06  0.20
H3 0.24 1.16 1.77  0.25
H4 -1.36 1.20 -1.69  0.21
H5 1.59 0.27 1.02  0.29
H6 -0.14 -2.25 -1.18  0.34

HOMO level: -8.8 eV
orbital gap: 0.35077 Eh
E_LUMO: 0.74 eV
net charge: 0
SMILES string: C/N=C(\N)C=O

***

Which one is most stable, and which one is least stable? (B) is the most stable of them, while (A) is the least stable.

***

(A)
A single C3H6N2O molecule. Source: OMol25; level of theory: ωB97M-V/def2-TZVPD.

Each line ends with the Mulliken charge.
Element x y z (Å)
O1 -2.65 -0.02 -0.40  -0.65
N1 0.69 1.10 0.10  -0.42
N2 -0.21 -1.07 0.01  -0.34
C1 -0.35 0.36 -0.34  0.07
C2 -1.70 0.77 -0.41  0.09
C3 1.81 0.50 0.37  -0.65
H1 0.49 -1.04 0.79  0.36
H2 -1.16 -1.41 0.24  0.34
H3 2.11 -0.46 -0.09  0.33
H4 -1.85 1.87 -0.50  0.36
H5 0.19 -1.67 -0.71  0.27
H6 2.59 1.03 0.90  0.25

HOMO level: -7.6 eV
orbital gap: 0.29271 Eh
E_LUMO: 0.33 eV
net charge: 0
SMILES string: C=N/C([NH3+])=C/[O-]

***

(B)
A single C3H6N2O molecule. Source: OMol25; level of theory: ωB97M-V/def2-TZVPD.

Each line ends with the Mulliken charge.
Element x y z (Å)
O1 0.73 -2.26 -0.36  -0.48
N1 0.44 1.30 -0.09  -0.44
N2 0.16 0.03 0.56  0.04
C1 -1.38 -0.39 0.55  -0.86
C2 -0.36 2.28 -0.30  -0.24
C3 0.86 -1.03 -0.28  0.18
H1 0.13 3.26 -0.69  0.23
H2 -1.99 0.12 1.40  0.26
H3 -1.91 -0.04 -0.32  0.30
H4 -1.14 -1.54 0.60  0.38
H5 1.57 -0.49 -0.99  0.36
H6 -1.42 2.24 -0.18  0.27

HOMO level: -9.9 eV
orbital gap: 0.39127 Eh
E_LUMO: 0.79 eV
net charge: 0
SMILES string: C=NN(C)C=O

***

Which one is most stable, and which one is least stable? (A) is the most stable of them, while (B) is the least stable.

***

(A)
A single C3H6N2O molecule. Source: OMol25; level of theory: ωB97M-V/def2-TZVPD.

Each line ends with the Mulliken charge.
Element x y z (Å)
O1 -0.62 1.09 -0.39  -0.35
N1 0.82 -0.40 0.48  -0.16
N2 0.94 2.20 0.83  -0.64
C1 -0.27 -1.14 -0.06  -0.28
C2 -1.04 -0.20 -0.97  -0.37
C3 0.53 0.98 0.35  0.43
H1 -0.02 -1.85 -0.91  0.20
H2 -2.28 -0.38 -1.07  0.25
H3 1.67 2.20 1.67  0.20
H4 1.45 -0.81 1.07  0.19
H5 -0.65 -1.63 1.03  0.29
H6 -0.53 -0.03 -2.03  0.24

HOMO level: -8.8 eV
orbital gap: 0.34960 Eh
E_LUMO: 0.74 eV
net charge: 0
SMILES string: [H]/N=C1\NCCO1

***

(B)
A single C3H6N2O molecule. Source: OMol25; level of theory: ωB97M-V/def2-TZVPD.

Each line ends with the Mulliken charge.
Element x y z (Å)
O1 0.90 -0.06 1.32  -0.50
N1 -1.68 -0.64 0.32  -0.57
N2 2.51 0.55 -1.65  -0.40
C1 -0.70 -0.07 -0.58  -0.82
C2 0.54 0.57 0.11  0.33
C3 1.67 0.59 -0.86  0.14
H1 0.93 -1.01 1.18  0.33
H2 -1.18 0.71 -1.19  0.37
H3 -0.37 -0.85 -1.27  0.38
H4 0.32 1.60 0.38  0.21
H5 -1.30 -1.44 0.81  0.25
H6 -1.96 0.02 1.04  0.26

HOMO level: -10.1 eV
orbital gap: 0.38944 Eh
E_LUMO: 0.49 eV
net charge: 0
SMILES string: N#C[C@H](O)CN

***

Which one is most stable, and which one is least stable? (B) is the most stable of them, while (A) is the least stable.